# C31H60Br2Cl14F3N4O5PS2

8 unconnected molecules or ions with the total composition C31H60Br2Cl14F3N4O5PS2 (ωB97M-V/def2-TZVPD, the Open Molecules 2025 dataset).

```
122
Properties=species:S:1:pos:R:3:forces:R:3:lowdin_charge:R:1
N 5.3181 4.5828 0.6238 -0.02 -0.07 -0.14 0.1514
C 4.6167 3.7038 1.1900 -0.13 0.23 0.12 -0.5379
N 3.3750 4.0955 1.8081 0.11 -0.44 -0.10 0.0747
N 5.0267 2.3261 1.2593 -0.17 -0.01 0.10 -0.0067
C 4.2467 1.4035 0.3920 0.30 0.25 0.47 -0.2016
C 3.1107 0.6976 1.1278 -0.10 -0.26 0.08 -0.1890
C 2.3004 -0.2745 0.2345 0.12 0.12 0.33 -0.1769
C 0.7807 -0.0221 0.1554 0.34 -0.04 -0.08 -0.1035
C -0.0306 -1.3566 0.0895 0.21 0.55 -0.16 -0.3655
C 0.5801 -2.2004 -1.0636 0.00 -0.24 0.01 -0.1704
C 1.7437 -3.1852 -0.8006 0.08 -0.27 -0.47 -0.2025
C 1.4978 -4.6469 -1.2696 0.42 0.10 -0.20 -0.2101
C 2.6130 -5.1040 -2.2162 0.04 0.31 -0.08 -0.2832
N 2.5304 -4.3776 -3.4984 0.00 -0.24 0.08 -0.0005
C -1.4999 -1.0377 -0.2412 -0.46 -0.32 -0.16 -0.2804
C -1.8580 -0.7468 -1.6905 -0.43 0.37 0.04 -0.1405
C -3.3628 -0.4109 -1.8195 0.06 -0.20 -0.28 -0.1607
C -3.6857 0.8859 -2.5607 -0.52 -0.37 0.16 -0.8148
F -2.7628 1.1794 -3.5196 0.02 0.07 0.13 -0.0235
Br -3.8491 2.3674 -1.3292 0.52 0.16 -0.32 0.8360
C -5.0597 0.7448 -3.2749 0.33 0.06 -0.30 -0.9532
F -5.5204 1.9105 -3.7162 -0.06 0.28 -0.08 0.0296
F -5.9630 0.2338 -2.4392 -0.12 -0.10 0.21 0.0457
Br -4.9208 -0.4229 -4.8399 0.01 -0.07 0.10 0.8202
O -1.9233 0.1341 0.5385 0.40 -0.13 0.19 -0.2202
S -2.1177 -0.1265 2.0790 -0.63 0.22 0.73 0.6024
O -2.0548 1.1518 2.7273 0.00 -0.37 -0.37 -0.2665
O -3.2632 -0.9629 2.2992 0.38 0.02 -0.30 -0.2567
C -0.6442 -1.0246 2.5605 0.75 0.21 -0.39 -0.1826
C 0.0087 -1.9806 1.5131 -0.27 0.11 0.38 -0.2902
P -0.6316 -3.7005 1.6813 -0.25 -0.44 -0.35 0.2691
O 0.7463 -4.4850 2.0367 -0.20 0.16 0.12 -0.2179
O -1.4790 -3.7927 3.0497 0.35 0.22 -0.08 -0.2013
S -1.6385 -4.4954 0.2555 0.03 0.07 0.19 0.4278
H 6.1564 4.1307 0.2597 -0.01 0.01 -0.01 0.0518
H 3.3023 3.6006 2.6962 -0.02 0.17 -0.13 -0.0416
H 2.6083 3.7187 1.2523 0.01 0.22 -0.09 0.0709
H 4.9256 2.0110 2.2212 0.03 -0.06 -0.04 0.0802
H 3.8779 1.9806 -0.4621 0.08 -0.18 -0.04 0.1269
H 4.9681 0.6514 0.0555 -0.29 0.02 -0.32 0.1139
H 3.5823 0.0985 1.9220 -0.10 0.21 -0.05 0.0573
H 2.4649 1.4198 1.6445 0.02 -0.02 -0.23 0.0986
H 2.4758 -1.2671 0.6567 -0.05 0.22 -0.35 0.0212
H 2.7322 -0.2742 -0.7740 -0.06 -0.13 0.12 0.1202
H 0.4764 0.5947 1.0014 -0.05 -0.03 -0.09 0.0993
H 0.5623 0.5795 -0.7353 -0.11 -0.14 0.11 0.1357
H -0.1959 -2.7645 -1.5819 0.01 0.07 0.21 0.0613
H 0.9400 -1.4566 -1.7829 -0.15 -0.15 0.05 0.0729
H 2.5898 -2.8256 -1.4010 0.01 0.09 0.29 0.0863
H 2.1129 -3.1979 0.2246 -0.32 0.02 -0.14 0.0168
H 0.5535 -4.7306 -1.8147 0.04 -0.04 0.21 0.0864
H 1.4877 -5.3284 -0.4122 -0.20 0.08 -0.10 0.0855
H 2.5317 -6.1742 -2.4308 -0.06 0.11 0.09 0.1089
H 3.5850 -4.9286 -1.7229 -0.09 -0.19 -0.01 0.1020
H 2.9923 -3.4771 -3.4198 -0.16 -0.15 -0.08 -0.0381
H 3.0449 -4.8871 -4.2086 0.01 0.08 0.01 0.0636
H -2.1442 -1.8674 0.0729 0.13 0.03 0.03 0.0986
H -1.7164 -1.6296 -2.3131 0.25 0.08 0.41 0.0620
H -1.2249 0.0347 -2.1201 -0.12 0.02 0.16 0.1051
H -3.8397 -1.2095 -2.3987 0.10 0.03 0.13 0.0973
H -3.8590 -0.3956 -0.8484 0.03 0.10 -0.09 0.1110
H 0.0797 -0.2350 2.7734 -0.15 -0.05 0.06 0.1019
H -0.8718 -1.5109 3.5065 -0.20 0.09 -0.10 0.0959
H 1.0638 -2.0414 1.8121 -0.16 -0.20 -0.01 0.1043
H 0.5988 -5.4285 1.8704 0.11 0.02 -0.02 0.0741
H -0.9587 -3.5746 3.8349 -0.07 -0.12 0.04 0.0791
Cl -6.3989 1.6135 0.6941 -0.26 -0.07 0.17 0.5313
C -6.3240 2.6040 2.1734 0.12 -0.03 0.04 -0.6466
C -7.6942 2.9322 2.7052 0.00 -0.05 0.08 -0.6503
Cl -8.5788 4.0445 1.6252 -0.02 0.02 0.00 0.5579
H -5.7621 3.5058 1.9396 -0.02 0.00 -0.03 0.0617
H -5.7694 2.0287 2.9133 -0.02 -0.02 0.00 0.0776
H -7.6072 3.4290 3.6699 0.02 0.03 -0.03 0.0731
H -8.2986 2.0366 2.8228 -0.01 0.01 -0.05 0.0683
Cl -2.6227 4.6634 0.8142 -0.01 -0.01 0.20 0.5230
C -1.4938 6.0377 0.7145 0.03 0.05 -0.07 -0.6489
C -1.4541 6.6118 -0.6797 -0.01 0.09 -0.02 -0.6632
Cl -0.7439 5.4839 -1.8640 0.02 -0.02 0.04 0.5344
H -0.5168 5.6848 1.0337 0.01 -0.03 -0.04 0.0668
H -1.8375 6.8010 1.4104 -0.05 -0.02 -0.01 0.0736
H -0.8459 7.5148 -0.6879 0.03 -0.03 0.01 0.0724
H -2.4549 6.8538 -1.0281 -0.01 -0.01 0.01 0.0663
Cl -12.8908 2.9611 0.2107 -0.01 0.00 0.00 0.5289
C -11.7731 3.0626 -1.1754 0.04 -0.06 -0.05 -0.6634
C -11.0569 4.3865 -1.2342 0.08 -0.02 -0.02 -0.6744
Cl -12.1553 5.7349 -1.6325 -0.01 0.00 0.02 0.5319
H -12.3502 2.8835 -2.0790 -0.03 0.02 0.02 0.0659
H -11.0427 2.2641 -1.0556 0.01 0.02 0.03 0.0720
H -10.2969 4.3538 -2.0130 -0.02 -0.01 -0.01 0.0750
H -10.5785 4.6114 -0.2860 -0.05 0.04 0.02 0.0149
Cl 5.4701 4.5456 6.9905 -0.02 -0.02 0.00 0.5497
C 5.2062 2.7870 6.8838 0.01 0.01 0.04 -0.6622
C 4.8869 2.3418 5.4803 0.07 -0.10 -0.03 -0.6553
Cl 3.2863 2.9213 4.9371 -0.04 -0.09 0.22 0.5988
H 4.4048 2.5293 7.5715 -0.02 0.02 -0.01 0.0682
H 6.1246 2.3041 7.2141 0.00 0.00 -0.03 0.0746
H 4.8517 1.2552 5.4337 0.00 0.05 0.07 0.0007
H 5.6282 2.7048 4.7722 -0.01 0.07 0.00 0.0726
Cl -0.0669 -1.5098 -4.1806 0.08 0.02 -0.41 0.6808
C -0.3142 -1.9379 -5.8921 0.04 -0.02 -0.07 -0.6184
C 0.8257 -2.7796 -6.4071 -0.07 -0.12 -0.07 -0.6606
Cl 2.3474 -1.8546 -6.5165 0.02 -0.01 0.02 0.5286
H -0.4313 -1.0163 -6.4568 0.06 0.02 0.03 0.0718
H -1.2423 -2.5047 -5.9487 0.02 -0.03 0.03 0.0766
H 0.5946 -3.1370 -7.4095 0.01 0.04 -0.01 0.0720
H 1.0087 -3.6284 -5.7516 0.02 0.04 0.06 0.0468
Cl 6.8592 -3.2334 -1.2162 -0.03 -0.01 0.00 0.5307
C 6.9137 -3.5301 -2.9728 0.06 -0.04 -0.04 -0.6571
C 6.5413 -2.3033 -3.7652 0.05 -0.03 -0.03 -0.6358
Cl 4.8217 -1.8808 -3.5584 0.07 0.26 0.01 0.5838
H 6.2410 -4.3570 -3.1882 -0.02 0.02 0.02 0.0634
H 7.9312 -3.8284 -3.2196 0.01 0.03 0.02 0.0734
H 6.6987 -2.4905 -4.8261 -0.04 -0.02 0.00 0.0763
H 7.1306 -1.4398 -3.4680 -0.03 0.00 0.05 0.0698
Cl 5.0261 -1.0085 4.0911 0.06 -0.07 0.02 0.6030
C 3.9333 -2.4180 4.0378 -0.10 -0.01 0.13 -0.6340
C 4.4049 -3.4629 3.0639 0.01 -0.06 -0.03 -0.6144
Cl 4.2982 -2.8660 1.3904 0.32 -0.15 0.13 0.6546
H 2.9458 -2.0505 3.7674 0.00 0.02 -0.02 0.0586
H 3.8901 -2.8359 5.0422 0.06 0.02 0.01 0.0776
H 3.7642 -4.3402 3.1396 -0.04 0.02 -0.04 0.0740
H 5.4345 -3.7578 3.2500 0.01 0.06 0.01 0.0731
```
Forces are in eV/Å.

The largest force on an atom is 1.0 eV Å⁻¹. The value obtained for the frontier orbital gap is 8.67 eV. The value obtained for the energy is -14840.56112 hartree. As for the structure (SMILES): [H]/N=C(/N)NCCCC[C@]1(CCCCN)[C@H](CC[C@](F)(Br)C(F)(F)Br)OS(=O)(=O)C[C@H]1P(O)(O)=S.ClCCCl.ClCCCl.ClCCCl.ClCCCl.ClCCCl.ClCCCl.ClCCCl. As for the net charge: 0.

# C31H60Br6F2NO13S2V

A molecular structure, C31H60Br6F2NO13S2V in a non-equilibrium geometry (ωB97M-V/def2-TZVPD, the Open Molecules 2025 dataset).

```
116
Properties=species:S:1:pos:R:3:forces:R:3:lowdin_charge:R:1
V 15.8487 -8.9130 -1.2763 1.59 -4.10 -1.76 1.0155
N 15.8087 -7.0512 -2.2686 1.01 0.71 -3.53 -0.3448
S 15.0180 -5.7108 -2.2890 -3.17 3.57 3.34 0.4508
O 13.9837 -5.4963 -3.2587 0.76 -0.66 -0.17 -0.2649
O 15.7658 -4.5477 -1.9101 0.31 -0.44 -0.21 -0.2629
F 14.1515 -5.9857 -0.9368 0.37 -0.34 -0.32 -0.2114
S 16.3895 -6.9284 -3.8960 2.06 -3.51 -1.66 0.5485
O 17.2530 -5.8285 -4.1925 -0.73 0.36 0.93 -0.2466
O 15.4801 -7.3604 -4.9073 -0.30 0.87 0.86 -0.2391
F 17.3857 -8.1444 -3.8541 0.00 0.74 0.62 -0.1640
C 16.3458 -11.2523 -2.4192 -2.11 -1.95 0.44 -0.9045
O 16.3605 -12.3950 -2.9181 0.97 1.27 -0.18 -0.0237
O 16.3645 -11.0799 -1.1190 0.16 1.74 1.27 -0.1854
O 16.0460 -10.1519 -3.0602 0.02 1.81 0.42 -0.1660
Br 10.6465 -3.8597 -3.7685 -0.29 0.20 0.08 0.7793
C 11.0551 -2.4212 -2.5210 -0.35 -1.02 1.12 -0.6654
C 12.4878 -2.5978 -2.1029 0.92 1.08 -1.23 -0.7052
Br 12.9767 -1.1592 -0.8832 -0.19 0.00 0.03 0.6670
H 10.4298 -2.6140 -1.6501 -0.21 0.08 -0.15 0.0113
H 10.7561 -1.4781 -2.9600 0.47 0.07 -0.17 0.0594
H 13.1319 -2.4402 -2.9691 0.04 0.01 0.06 0.0535
H 12.8130 -3.5443 -1.6932 -0.60 -0.16 0.38 0.0342
Br 10.7459 -3.6085 1.2026 0.02 -0.06 -0.25 0.6228
C 10.9397 -5.4599 0.6008 -0.30 0.01 0.18 -0.6583
C 10.2867 -6.3825 1.6305 0.49 0.94 -0.13 -0.6758
Br 11.3660 -6.4211 3.2623 -0.11 -0.35 -0.23 0.5871
H 12.0037 -5.5847 0.4392 0.06 -0.30 0.20 0.0296
H 10.4415 -5.5491 -0.3637 -0.13 0.11 0.06 0.0613
H 10.1157 -7.3778 1.2330 0.21 -0.13 0.20 0.0641
H 9.3626 -5.9161 1.9542 -0.20 -0.27 -0.10 0.0304
Br 16.7178 -7.0493 -8.6597 0.10 -0.28 0.29 0.6393
C 17.9413 -7.5041 -7.1857 -0.32 -0.41 -0.22 -0.6793
C 19.2150 -8.0387 -7.7973 0.48 0.40 0.12 -0.6582
Br 20.5540 -8.2763 -6.3595 -0.29 0.01 -0.32 0.6711
H 17.4930 -8.2621 -6.5473 -0.31 -0.02 -0.26 0.0287
H 17.9954 -6.5918 -6.6020 0.54 0.07 -0.13 0.0362
H 19.6438 -7.3788 -8.5475 0.09 0.23 0.28 0.0464
H 19.1445 -9.0138 -8.2668 -0.43 -0.08 0.22 0.0376
C 15.4183 -2.9067 -8.2878 0.13 -0.85 0.40 -0.0989
C 15.9276 -3.5694 -7.1789 -0.15 0.73 0.91 -0.1059
C 15.0842 -3.9679 -6.1397 0.48 0.21 -0.28 -0.0796
C 13.7128 -3.7784 -6.2241 0.76 -0.09 0.02 -0.0814
C 13.2083 -3.1394 -7.3520 -0.77 -1.28 0.03 -0.0963
C 14.0336 -2.8089 -8.4073 0.61 0.69 -0.49 -0.1072
H 16.1016 -2.5361 -9.0402 -0.18 -0.09 -0.23 0.0959
H 16.9837 -3.6799 -6.9600 0.11 0.04 -0.51 0.1009
H 15.5940 -4.3537 -5.2682 -0.44 -0.33 0.10 0.0732
H 13.0932 -4.2105 -5.4491 -0.19 0.36 0.02 0.0540
H 12.1273 -3.1255 -7.4442 0.03 0.34 -0.21 0.0985
H 13.6646 -2.4726 -9.3697 -0.37 0.27 0.25 0.0959
C 21.2087 -5.0149 -1.8815 0.19 -0.01 -0.55 -0.0841
C 21.0418 -5.7728 -3.0387 -0.46 0.44 -0.37 -0.0913
C 22.1178 -6.0608 -3.8518 0.44 0.30 -0.11 -0.1187
C 23.3725 -5.5926 -3.5101 0.48 -0.23 0.05 -0.1023
C 23.5798 -4.8666 -2.3410 -0.29 -0.62 -0.17 -0.0996
C 22.4873 -4.5813 -1.5287 0.03 -0.08 0.21 -0.0952
H 20.3218 -4.7056 -1.3491 0.06 -0.03 0.36 0.1001
H 20.0600 -6.0130 -3.4332 -0.15 -0.16 0.42 0.0958
H 22.0051 -6.5654 -4.8000 -0.20 -0.13 0.09 0.0197
H 24.1980 -5.8476 -4.1665 0.10 0.17 0.11 0.0987
H 24.5936 -4.6200 -2.0554 -0.07 0.30 0.06 0.0953
H 22.6534 -4.0372 -0.6068 -0.15 0.09 -0.03 0.0968
C 15.6996 -1.9453 1.2456 1.06 0.94 -1.02 -0.1141
C 17.2060 -2.1522 1.1175 0.28 -0.56 1.72 -0.3116
O 17.4404 -3.5665 0.9672 -0.18 0.74 -0.61 -0.1014
H 15.5094 -0.8867 1.4395 -0.25 -0.03 -0.04 0.0702
H 15.2322 -2.5486 2.0159 0.15 -0.20 -0.01 0.0816
H 15.3403 -2.1771 0.2438 -0.68 -0.07 0.23 0.0094
H 17.7098 -1.8274 2.0361 -0.05 -0.40 0.14 0.1021
H 17.7322 -1.5566 0.3659 -0.57 -0.14 -0.54 0.1077
H 16.8160 -3.7860 0.2551 0.39 -0.47 0.09 0.0472
C 18.9692 -7.9173 1.1466 1.07 0.25 -0.56 -0.0560
C 18.5313 -7.4728 -0.2570 0.10 -0.45 1.04 -0.2364
O 17.9118 -8.6169 -0.8711 -0.77 0.98 -0.13 -0.1890
H 19.3541 -7.1062 1.7685 -0.29 0.18 -0.11 0.0767
H 19.8181 -8.5892 1.0108 -0.15 -0.27 0.20 0.0606
H 18.1718 -8.4435 1.6640 -0.10 0.04 -0.04 0.0816
H 19.3336 -7.1180 -0.9008 0.28 -0.09 0.15 0.1028
H 17.8510 -6.6321 -0.1304 -0.57 -0.26 -0.48 0.1079
H 18.5842 -9.3074 -1.0374 -0.12 -0.04 0.37 0.0699
C 10.7901 -8.5583 -4.2403 -0.10 -0.91 -1.54 -0.0815
C 11.4016 -7.2609 -4.7334 0.47 -0.41 1.21 -0.3484
O 10.5198 -6.5609 -5.5996 -0.03 0.14 0.23 -0.0983
H 11.5344 -9.2471 -3.8354 0.07 0.43 0.56 0.0819
H 10.4806 -9.1414 -5.1207 -0.26 0.22 0.01 0.0673
H 9.8965 -8.4538 -3.6281 0.19 0.19 0.27 0.0685
H 12.3654 -7.4646 -5.2068 -0.20 0.03 -0.15 0.0864
H 11.6484 -6.6898 -3.8311 -0.10 0.41 -0.22 0.0702
H 10.6295 -5.6264 -5.3917 -0.04 -0.18 -0.38 -0.0485
C 12.9732 -10.3084 -7.9780 -0.53 0.06 -0.71 -0.0804
C 12.9884 -9.0858 -7.0428 0.01 -1.34 -0.13 -0.3066
O 13.8523 -9.3647 -5.9555 -0.05 0.51 -0.19 -0.0788
H 11.9400 -10.5194 -8.2762 -0.01 -0.08 0.14 0.0605
H 13.3717 -11.2116 -7.5204 0.09 0.17 0.28 0.0675
H 13.4728 -10.1570 -8.9393 0.38 0.14 0.22 0.0594
H 11.9648 -9.0042 -6.6691 0.03 0.47 -0.05 0.0750
H 13.2697 -8.1977 -7.6103 -0.01 0.19 0.19 0.1129
H 14.3084 -8.5567 -5.6855 -0.06 -0.34 0.02 0.0229
C 18.1992 -12.3587 -6.1097 0.62 0.30 0.44 -0.0779
C 17.4289 -11.0827 -6.4247 -0.44 -0.76 -0.64 -0.2964
O 16.0662 -11.4261 -6.7032 0.15 0.29 -0.15 -0.0743
H 17.9671 -13.1793 -6.7892 -0.40 0.11 -0.03 0.0692
H 17.9753 -12.6415 -5.0804 -0.05 -0.27 -0.07 0.0609
H 19.2820 -12.2226 -6.2220 -0.01 0.22 0.23 0.0584
H 17.8652 -10.6045 -7.3132 0.00 0.18 0.13 0.0891
H 17.3952 -10.3771 -5.5942 0.17 -0.14 0.12 0.0983
H 16.0028 -11.5596 -7.6522 -0.12 -0.06 0.01 0.0710
C 20.6040 -11.1720 -3.2741 -0.19 1.40 -0.48 -0.0593
C 20.4302 -9.8197 -2.5746 0.26 -0.58 -0.73 -0.2883
O 20.2397 -9.9863 -1.1694 -0.13 0.31 0.06 -0.0831
H 21.5223 -11.6308 -2.9126 -0.31 -0.53 0.16 0.0738
H 20.7623 -10.9457 -4.3340 0.03 -0.10 -0.03 0.0491
H 19.6701 -11.7258 -3.2225 0.28 -0.52 0.36 0.0796
H 19.5461 -9.3030 -2.9524 -0.04 -0.07 0.02 0.0980
H 21.2916 -9.1921 -2.8280 -0.01 0.15 0.42 0.1088
H 21.0754 -10.0113 -0.6992 0.06 -0.05 -0.09 0.1007
```
Forces are in eV/Å.

The largest force on an atom is 5.8 eV Å⁻¹. The value obtained for the frontier orbital gap (alpha / beta) is 6.68 / 6.62 eV. The value obtained for the energy is -19634.28158 hartree. As for the net charge: -1. Its spin multiplicity is 4.